{"formula": "C6H10O", "method": "ωB97M-V with the def2-TZVPD basis set", "symbols": ["C", "C", "C", "C", "C", "C", "O", "H", "H", "H", "H", "H", "H", "H", "H", "H", "H"], "coordinates": [[-1.96, 0.52, 0.82], [-0.82, 0.01, 0.37], [0.12, -0.87, 1.08], [1.24, -1.04, 0.37], [1.22, -0.27, -0.92], [-0.23, 0.27, -1.02], [-0.98, -0.35, -2.06], [-2.56, 1.18, 0.20], [-2.33, 0.29, 1.82], [-0.10, -1.29, 2.06], [2.09, -1.63, 0.70], [1.96, 0.54, -0.90], [1.46, -0.89, -1.80], [-0.24, 1.34, -1.26], [-1.07, -1.28, -1.83], [1.00, 2.24, 1.23], [1.33, 1.58, 1.37]], "homo_lumo_gap_ev": 9.76, "lumo_energy_ev": 0.999, "mol_weight_g_mol": 98.145, "energy_ev": -8429.6365, "homo_ev": -8.76}

---

{"formula": "C2H3IO", "method": "ωB97M-V with the def2-TZVPD basis set", "symbols": ["C", "C", "O", "I", "H", "H", "H"], "coordinates": [[0.06, -0.20, 1.26], [0.71, 0.55, 0.16], [-1.69, -1.32, -1.27], [-1.62, -1.24, 0.53], [0.19, 1.42, -0.32], [0.67, -0.05, -0.69], [1.67, 0.85, 0.33]], "homo_lumo_gap_ev": [7.89, 7.89], "lumo_energy_ev": [-1.267, -1.268], "mol_weight_g_mol": 169.949, "energy_ev": -12264.0511, "homo_ev": [-9.15, -9.15]}

---

{"formula": "C10H12NO", "method": "ωB97M-V with the def2-TZVPD basis set", "symbols": ["C", "C", "N", "C", "C", "C", "C", "C", "C", "C", "O", "C", "H", "H", "H", "H", "H", "H", "H", "H", "H", "H", "H", "H"], "coordinates": [[2.32, -1.00, 0.91], [1.54, -0.99, -0.43], [0.27, -0.28, -0.31], [-0.85, -1.03, 0.04], [-0.84, -2.51, 0.10], [-2.12, -0.37, 0.02], [-2.27, 1.02, -0.06], [-1.10, 1.86, -0.10], [-0.66, 3.20, -0.19], [0.66, 3.13, -0.55], [1.11, 1.89, -0.63], [0.10, 1.08, -0.37], [2.25, -0.01, 1.43], [3.25, -1.48, 0.64], [1.91, -1.62, 1.65], [1.45, -2.10, -0.75], [2.02, -0.44, -1.20], [-1.10, -3.01, -0.96], [0.02, -2.89, 0.55], [-1.66, -2.64, 0.90], [-3.10, -0.83, 0.14], [-3.33, 1.24, 0.00], [-1.35, 3.98, -0.02], [1.47, 3.80, -0.81]], "charge": 1, "homo_lumo_gap_ev": 8.63, "lumo_energy_ev": -4.346, "mol_weight_g_mol": 162.212, "energy_ev": -14094.1553, "homo_ev": -12.97}

---

{"formula": "C8H20AgFN2O10", "method": "ωB97M-V with the def2-TZVPD basis set", "symbols": ["Ag", "F", "N", "O", "O", "O", "N", "O", "O", "O", "C", "O", "C", "C", "O", "C", "H", "H", "H", "H", "H", "H", "H", "H", "H", "H", "C", "O", "C", "C", "O", "C", "H", "H", "H", "H", "H", "H", "H", "H", "H", "H"], "coordinates": [[1.10, 0.95, -0.56], [-0.88, 2.11, -0.17], [1.88, 1.53, 2.99], [2.84, 0.99, 3.61], [0.76, 1.68, 3.54], [2.06, 1.94, 1.80], [2.88, 4.04, -1.74], [2.30, 2.93, -1.62], [2.45, 5.03, -1.14], [3.90, 4.14, -2.47], [-2.96, 1.42, 3.34], [-3.41, 1.05, 2.07], [-3.26, -0.32, 1.88], [-3.86, -0.68, 0.52], [-3.31, -0.11, -0.61], [-2.26, -0.88, -1.15], [-3.08, 2.50, 3.43], [-1.89, 1.26, 3.46], [-3.48, 0.85, 4.12], [-3.94, -0.86, 2.58], [-2.27, -0.69, 2.17], [-4.88, -0.32, 0.68], [-3.90, -1.78, 0.46], [-1.31, -0.35, -1.35], [-2.65, -1.20, -2.13], [-2.00, -1.80, -0.63], [3.30, -0.95, 0.88], [2.47, -0.90, -0.30], [2.05, -2.17, -0.73], [1.68, -2.03, -2.21], [0.98, -0.82, -2.44], [0.28, -0.87, -3.68], [2.70, -1.33, 1.71], [3.58, 0.08, 1.11], [4.17, -1.56, 0.66], [1.15, -2.48, -0.18], [2.87, -2.88, -0.60], [1.00, -2.86, -2.44], [2.50, -2.10, -2.94], [0.94, -1.31, -4.43], [0.19, 0.18, -3.94], [-0.66, -1.41, -3.55]], "charge": -2, "homo_lumo_gap_ev": 6.32, "lumo_energy_ev": 4.458, "mol_weight_g_mol": 431.118, "energy_ev": -38782.4467, "homo_ev": -1.86}

---

{"formula": "C3H5NO2", "method": "ωB97M-V with the def2-TZVPD basis set", "symbols": ["O", "C", "C", "N", "C", "O", "H", "H", "H", "H", "H"], "coordinates": [[0.20, -0.66, 1.74], [0.32, 0.37, 0.81], [-0.75, 0.09, -0.30], [0.01, -0.09, -1.56], [1.20, 0.14, -1.25], [1.54, 0.35, 0.03], [-0.01, -1.53, 1.48], [0.22, 1.28, 1.28], [-1.36, -0.87, -0.24], [-1.37, 0.84, -0.61], [1.94, 0.10, -1.95]], "homo_lumo_gap_ev": 10.88, "lumo_energy_ev": 0.879, "mol_weight_g_mol": 87.078, "energy_ev": -8775.7777, "homo_ev": -10.01}

---

{"formula": "C3H4N2O", "method": "ωB97M-V with the def2-TZVPD basis set", "symbols": ["O", "C", "C", "N", "C", "N", "H", "H", "H", "H"], "coordinates": [[-1.51, -0.80, 0.13], [-0.72, -0.19, -0.69], [-0.46, 1.22, -0.42], [0.55, 1.24, 0.39], [0.96, -0.10, 0.53], [0.53, -0.80, -0.63], [-0.57, -0.67, 1.05], [-1.08, 2.09, -0.64], [1.94, -0.28, 0.96], [0.43, -1.80, -0.50]], "homo_lumo_gap_ev": [8.53, 8.53], "lumo_energy_ev": [-0.442, -0.444], "mol_weight_g_mol": 84.078, "energy_ev": -8198.6633, "homo_ev": [-8.97, -8.97]}